The following is a quantum chemistry calculation of a single C6H9N molecule in a non-equilibrium geometry, from the OMol25 dataset.

Cartesian coordinates (Å):
C -1.540 1.123 0.558
C -0.273 0.439 0.142
C 0.671 0.902 -0.912
C 0.019 -0.451 -1.048
C 0.624 -1.526 -0.103
N 1.817 -0.924 0.859
C 0.428 -0.640 1.028
H -2.253 0.410 0.989
H -2.026 1.603 -0.298
H -1.343 1.895 1.311
H 0.273 1.660 -1.583
H 1.732 0.988 -0.697
H -0.617 -0.714 -1.885
H 0.492 -2.594 -0.130
H 2.029 -1.160 -0.169
H -0.035 -1.012 1.937

Properties
ΔE to the lowest compared entry with this formula, charge and spin: 127.0 kcal per mole
HOMO: -8.54 eV
E_LUMO: 1.07 eV
structure (SMILES): C[C@]12C[C@H]1[C@H]1N[C@H]12

***

The following is a quantum chemistry calculation of a 14-piece molecular cluster, C34H80Cl20N4O8 overall in a non-equilibrium geometry, from the OMol25 dataset.

Cartesian coordinates (Å):
C -0.591 -0.636 6.005
O 0.259 -1.730 5.926
C -0.357 -2.839 5.252
C 0.636 -3.924 4.986
N 1.234 -4.399 6.223
C 2.500 -5.078 6.112
C 3.648 -4.139 6.086
O 3.784 -3.649 4.765
C 4.336 -2.333 4.621
H -1.004 -0.286 5.029
H -0.030 0.175 6.403
H -1.362 -0.799 6.737
H -0.862 -2.584 4.337
H -1.139 -3.105 5.972
H 1.368 -3.492 4.323
H 0.058 -4.679 4.400
H 0.602 -5.011 6.732
H 2.536 -5.674 5.185
H 2.544 -5.750 6.970
H 4.569 -4.655 6.284
H 3.452 -3.350 6.854
H 4.590 -2.123 3.538
H 5.265 -2.362 5.191
H 3.666 -1.529 5.029
C -5.483 2.227 -1.412
O -4.093 1.960 -1.764
C -3.652 2.889 -2.741
C -3.008 4.073 -2.132
N -1.608 3.712 -1.837
C -0.797 4.810 -1.294
C 0.664 4.456 -1.373
O 1.161 4.536 -2.703
C 2.427 3.961 -2.817
H -6.161 1.917 -2.259
H -5.612 3.305 -1.231
H -5.659 1.583 -0.580
H -4.473 3.200 -3.329
H -2.939 2.418 -3.493
H -3.532 4.301 -1.176
H -3.124 4.909 -2.765
H -1.160 3.297 -2.642
H -1.131 5.033 -0.270
H -0.883 5.802 -1.786
H 0.817 3.433 -0.952
H 1.254 5.123 -0.720
H 2.484 2.839 -2.589
H 3.066 4.514 -2.177
H 2.727 4.044 -3.834
C -5.119 -0.344 1.843
O -4.358 -0.616 0.619
C -3.019 -0.179 0.697
C -2.138 -0.963 -0.255
N -1.167 -0.131 -1.024
C -0.423 -0.904 -2.022
C 0.326 0.071 -2.985
O -0.638 0.811 -3.750
C -0.036 1.722 -4.592
H -6.074 -0.889 1.749
H -5.192 0.705 2.035
H -4.551 -0.829 2.658
H -2.588 -0.334 1.649
H -3.035 0.909 0.481
H -2.846 -1.487 -0.892
H -1.467 -1.757 0.218
H -1.849 0.503 -1.471
H -1.055 -1.526 -2.630
H 0.244 -1.632 -1.504
H 1.076 -0.431 -3.590
H 0.860 0.801 -2.368
H -0.877 2.151 -5.155
H 0.704 1.289 -5.289
H 0.464 2.539 -3.996
C 7.929 1.108 1.670
O 8.784 0.366 0.798
C 8.304 0.057 -0.512
C 8.177 1.372 -1.374
N 7.199 1.305 -2.520
C 5.822 1.330 -2.085
C 4.930 0.639 -3.108
O 5.271 -0.774 -3.008
C 4.884 -1.499 -4.188
H 8.289 1.026 2.751
H 6.972 0.694 1.620
H 7.890 2.164 1.362
H 7.341 -0.499 -0.495
H 9.103 -0.574 -0.885
H 9.074 1.770 -1.772
H 7.797 2.234 -0.734
H 7.369 0.323 -2.789
H 5.437 2.342 -1.910
H 5.661 0.791 -1.109
H 4.988 1.049 -4.110
H 3.928 0.759 -2.710
H 5.469 -1.284 -5.086
H 3.807 -1.339 -4.427
H 5.155 -2.528 -3.914
C -4.054 -4.503 0.545
Cl -4.930 -6.029 0.691
Cl -3.792 -3.729 2.093
H -3.094 -4.709 0.017
H -4.693 -3.883 -0.105
C 1.470 0.300 0.896
Cl 3.091 0.383 0.203
Cl 1.195 -1.221 1.729
H 1.365 0.993 1.693
H 0.697 0.500 0.076
C -3.971 -2.547 -3.970
Cl -3.478 -0.789 -3.780
Cl -3.256 -3.605 -2.739
H -5.050 -2.683 -3.948
H -3.636 -2.949 -4.971
C -6.802 -0.927 -1.356
Cl -8.121 0.051 -0.662
Cl -7.179 -2.605 -1.531
H -6.652 -0.528 -2.347
H -5.964 -0.900 -0.720
C -0.227 5.211 -5.691
Cl 0.910 4.230 -6.587
Cl -1.837 4.445 -5.987
H 0.109 5.139 -4.682
H -0.214 6.277 -5.964
C -1.056 2.706 1.469
Cl -0.567 1.847 2.956
Cl -2.593 3.499 1.740
H -0.309 3.375 1.118
H -1.267 1.936 0.708
C 2.165 -3.483 -1.066
Cl 2.445 -3.548 -2.806
Cl 0.555 -4.057 -0.610
H 2.926 -4.123 -0.549
H 2.214 -2.509 -0.663
C -5.148 -2.087 6.851
Cl -4.218 -2.300 5.330
Cl -4.324 -1.018 7.978
H -6.145 -1.699 6.648
H -5.253 -3.048 7.302
C -0.906 -0.800 -6.329
Cl -0.090 -2.331 -5.913
Cl -2.258 -0.955 -7.435
H -1.396 -0.520 -5.377
H -0.166 -0.106 -6.680
C -4.710 1.678 5.128
Cl -5.072 3.374 5.494
Cl -6.231 0.786 4.687
H -4.091 1.650 4.253
H -4.202 1.112 5.892

Properties
HOMO: -8.51 eV
E_LUMO: 0.34 eV

***

The following is a quantum chemistry calculation of C39H35Br6N7O14 as an isolated structure in a non-equilibrium geometry, from the OMol25 dataset.

Cartesian coordinates (Å):
C 5.046 4.393 0.814
N 3.792 3.681 1.204
O 3.567 2.533 0.709
O 2.991 4.226 1.990
H 5.630 3.699 0.209
H 5.696 4.610 1.662
H 4.788 5.306 0.279
C -2.844 0.580 0.654
C -3.361 1.832 0.818
C -4.723 2.137 0.559
C -5.548 1.204 -0.036
C -5.090 -0.155 -0.083
C -3.784 -0.378 0.265
N -6.826 1.564 -0.582
O -7.405 2.515 -0.200
O -7.302 0.773 -1.354
H -1.837 0.310 0.934
H -2.632 2.598 1.040
H -5.062 3.156 0.670
H -5.791 -0.916 -0.391
H -3.445 -1.377 0.032
C 0.162 -2.052 -1.340
C 0.898 -0.933 -1.039
C 1.007 -0.489 0.307
C 0.545 -1.345 1.419
C -0.259 -2.431 1.068
C -0.544 -2.666 -0.248
N 0.890 -1.054 2.835
O 1.845 -0.323 3.111
O 0.241 -1.531 3.793
H 0.039 -2.307 -2.383
H 1.319 -0.215 -1.728
H 1.461 0.472 0.494
H -0.573 -3.032 1.908
H -1.257 -3.442 -0.483
C -1.687 1.500 4.025
C -2.300 2.701 4.084
C -3.100 3.026 5.190
C -3.610 1.978 6.031
C -3.116 0.674 5.858
C -2.032 0.508 4.944
N -4.682 2.226 7.017
O -5.273 3.245 6.965
O -5.140 1.225 7.678
H -1.008 1.164 3.255
H -2.129 3.466 3.341
H -3.329 4.060 5.400
H -3.371 -0.084 6.583
H -1.517 -0.440 4.887
C 0.315 7.741 0.099
C 1.108 7.531 -1.059
C 1.431 6.225 -1.436
C 1.089 5.124 -0.678
C 0.341 5.333 0.484
C -0.031 6.624 0.834
N 1.522 3.749 -1.090
O 2.350 3.621 -1.982
O 0.915 2.798 -0.540
H 0.027 8.768 0.270
H 1.477 8.370 -1.630
H 2.118 5.942 -2.220
H 0.184 4.559 1.220
H -0.610 6.789 1.731
C -1.496 -4.770 -7.537
C -0.426 -5.395 -8.178
C 0.797 -5.318 -7.526
C 0.895 -4.923 -6.173
C -0.237 -4.330 -5.572
C -1.399 -4.203 -6.279
N 2.161 -5.059 -5.377
O 2.747 -6.129 -5.585
O 2.440 -4.227 -4.551
H -2.475 -4.796 -7.991
H -0.500 -5.800 -9.176
H 1.680 -5.830 -7.878
H -0.121 -4.053 -4.534
H -2.211 -3.622 -5.865
C 4.545 -2.651 2.140
C 4.913 -3.643 3.043
C 6.254 -3.975 3.241
C 7.244 -3.285 2.428
C 6.816 -2.271 1.553
C 5.464 -1.986 1.314
N 8.687 -3.471 2.681
O 8.946 -4.525 3.235
O 9.553 -2.591 2.503
H 3.489 -2.447 2.240
H 4.224 -4.069 3.758
H 6.481 -4.734 3.975
H 7.533 -1.679 1.005
H 5.164 -1.352 0.493
C -2.669 0.825 -4.023
Br -3.526 -0.895 -3.864
Br -3.247 1.803 -5.647
Br -0.773 0.456 -3.726
H -3.210 1.301 -3.205
C -3.790 -4.153 -1.422
Br -2.429 -5.422 -2.264
Br -4.052 -4.511 0.547
Br -5.536 -4.517 -2.329
H -3.510 -3.119 -1.621

Properties
ΔE to the lowest compared entry with this formula, charge and spin: 0.0 kcal per mole
HOMO: -9.80 eV
E_LUMO: -1.17 eV

***

The following is a quantum chemistry calculation of a single C6H12O3 molecule in a non-equilibrium geometry, from the OMol25 dataset.

Cartesian coordinates (Å):
C -2.152 0.042 0.035
C -0.676 0.313 -0.150
C -0.330 0.785 -1.540
C 0.112 0.942 0.988
O -0.639 1.255 2.173
C 0.283 -0.524 0.700
C 1.568 -1.113 0.222
O 1.303 -2.181 -0.658
O 2.372 -0.185 -0.465
H -2.339 -0.689 0.829
H -2.589 -0.360 -0.885
H -2.683 0.966 0.287
H 0.711 1.103 -1.644
H -0.519 -0.007 -2.271
H -0.951 1.648 -1.805
H 0.921 1.617 0.721
H -0.075 1.681 2.840
H -0.163 -1.206 1.420
H 2.137 -1.495 1.076
H 0.536 -1.903 -1.185
H 3.173 -0.689 -0.687

Properties
ΔE to the lowest compared entry with this formula, charge and spin: 41.9 kcal per mole
HOMO: -9.42 eV
E_LUMO: 0.73 eV
structure (SMILES): CC1(C)[C@@H](O)[C@@H]1C(O)O

***

The following is a quantum chemistry calculation of C8H21BF4IOP2Sc as an isolated structure in a non-equilibrium geometry, from the OMol25 dataset.

Cartesian coordinates (Å):
C -0.013 -0.035 -4.682
I -0.683 -0.281 -2.577
H 1.066 0.106 -4.705
H -0.537 0.828 -5.085
H -0.313 -0.944 -5.206
Sc 0.351 0.031 0.192
P 0.109 2.673 -0.131
C -1.444 3.614 -0.356
C 0.706 3.431 1.419
H 0.670 4.532 1.400
H 1.078 4.607 -1.278
H 1.748 3.116 1.567
H 2.198 3.214 -1.217
H -2.140 3.404 0.465
H 0.110 3.048 2.258
C 1.153 3.513 -1.373
H -1.271 4.701 -0.389
H 0.839 3.200 -2.377
H -1.920 3.315 -1.299
P 0.135 -2.696 0.265
C -1.423 -3.649 0.179
C 1.191 -3.674 -0.872
H 1.744 -2.769 2.057
H 0.806 -4.295 1.973
H 0.074 -2.796 2.683
C 0.744 -3.198 1.909
H 2.225 -3.306 -0.780
H 1.161 -4.749 -0.613
H -1.243 -4.735 0.270
H -1.904 -3.449 -0.786
H 0.836 -3.517 -1.900
H -2.093 -3.327 0.987
C -1.754 -0.017 0.361
O -2.924 -0.105 0.269
F 0.811 0.147 2.076
B 0.050 0.027 3.706
F 1.166 -0.400 4.335
F -0.368 1.311 3.839
F -0.941 -0.878 3.416

Properties
ΔE to the lowest compared entry with this formula, charge and spin: 12.9 kcal per mole
HOMO: -16.70 eV
E_LUMO: -9.32 eV
charge: +2

***

The following is a quantum chemistry calculation of C25H23N2O7SiTa as an isolated structure, from the OMol25 dataset.

Cartesian coordinates (Å):
Ta -0.383 -0.898 0.147
O 4.348 0.887 3.750
C 3.459 0.447 3.092
C 1.976 0.286 3.527
O 1.504 0.565 4.593
C 1.321 -0.251 2.325
C 2.175 -0.377 1.278
O 1.677 -0.786 0.115
C 3.557 -0.035 1.621
O 4.545 -0.096 0.938
O 0.046 -0.569 2.102
C -4.214 -0.493 1.604
Si -3.301 -1.289 0.206
C -2.122 -2.669 0.875
C -4.391 -2.143 -1.025
N -2.145 -0.184 -0.488
C -2.359 1.107 -0.976
C -3.529 1.620 -1.518
C -3.549 2.930 -1.979
C -2.414 3.726 -1.913
C -1.230 3.226 -1.380
C -1.244 1.929 -0.925
O -0.124 1.268 -0.373
C 0.849 2.103 0.248
C 0.530 2.681 1.459
C 1.510 3.421 2.105
C 2.768 3.563 1.530
C 3.049 2.984 0.300
C 2.076 2.244 -0.361
H -4.938 -1.172 2.057
H -4.761 0.382 1.245
H -3.522 -0.157 2.378
H -2.803 -3.042 1.649
H -1.208 -2.561 1.487
H -1.972 -3.469 0.153
H -4.932 -2.968 -0.558
H -3.804 -2.540 -1.854
H -5.134 -1.456 -1.435
H -4.416 1.002 -1.583
H -4.462 3.331 -2.397
H -2.443 4.743 -2.277
H -0.340 3.837 -1.314
H -0.450 2.537 1.896
H 1.297 3.869 3.066
H 3.535 4.123 2.048
H 4.031 3.089 -0.139
H 2.277 1.754 -1.304
O 0.085 -2.554 -0.962
N 1.302 -2.810 -1.497
C 1.556 -2.391 -2.741
C 2.791 -2.633 -3.298
C 3.753 -3.301 -2.555
C 3.451 -3.721 -1.269
C 2.203 -3.460 -0.751
H 0.746 -1.873 -3.231
H 2.989 -2.293 -4.304
H 4.732 -3.490 -2.973
H 4.174 -4.238 -0.657
H 1.879 -3.735 0.241

Properties
ΔE to the lowest compared entry with this formula, charge and spin: 0.0 kcal per mole
HOMO (spin up / spin down): -10.58 / -11.21 eV
E_LUMO (spin up / spin down): -3.61 / -3.60 eV
charge: +1
multiplicity: 2

***

Listing electronic energy for the structures above in their given order: -7852.651 -309338.126 -500337.298 -12558.032 -69600.800 -53035.356 eV.